1.
# C5H10O2

C5H10O2 in the gas phase (wB97M-V/def2-TZVPD, the Open Molecules 2025 dataset).

XYZ file:
```
17
C5H10O2, DFT wB97M-V/def2-TZVPD
C 1.655 -0.693 1.056
C 0.229 -0.453 0.552
C -0.232 1.008 0.478
O 0.608 1.831 -0.301
C -1.486 0.495 -0.251
C -0.633 -0.702 -0.753
O -0.024 -0.387 -1.996
H 1.779 -1.682 1.512
H 1.784 0.033 1.875
H 2.471 -0.515 0.354
H -0.417 -0.938 1.294
H -0.334 1.522 1.438
H 0.385 1.720 -1.231
H -2.236 0.177 0.478
H -1.947 1.147 -0.997
H -1.130 -1.677 -0.819
H -0.471 -0.887 -2.689
```

The calculation puts the orbital gap at 10.3164 eV. The spin multiplicity is 1. Its SMILES is C[C@@H]1[C@H](O)C[C@@H]1O. As for the total charge: 0.



2.
# C2H46O23

22 unconnected molecules or ions with the total composition C2H46O23 (wB97M-V/def2-TZVPD, the Open Molecules 2025 dataset).

XYZ file:
```
71
C2H46O23, DFT wB97M-V/def2-TZVPD
O -2.257 -9.718 -3.009
C -3.276 -10.606 -3.282
C -3.042 -11.986 -2.613
O -4.040 -12.880 -2.950
H -3.471 -10.568 -4.318
H -4.125 -10.018 -2.918
H -3.089 -11.817 -1.553
H -2.041 -12.345 -2.835
O -5.888 -8.799 -4.979
H -6.040 -9.770 -4.877
H -6.108 -8.323 -4.180
O -4.475 -13.316 -5.545
H -3.899 -14.011 -5.838
H -4.149 -13.078 -4.628
O -0.249 -10.626 -1.677
H -0.974 -10.632 -2.339
H 0.247 -11.380 -1.934
O -2.058 -8.983 -5.614
H -2.297 -9.198 -4.674
H -1.210 -9.401 -5.750
O -3.368 -8.749 -0.731
H -2.775 -7.977 -0.831
H -2.946 -9.294 -1.428
O -3.841 -11.245 1.272
H -4.198 -10.381 1.340
H -2.973 -11.161 1.671
O -6.644 -7.678 -2.702
H -6.192 -6.953 -2.285
H -6.434 -8.497 -2.139
O -5.860 -12.035 -1.197
H -5.100 -12.040 -1.805
H -6.657 -11.957 -1.743
O -0.536 -11.084 -4.717
H -0.898 -11.570 -5.475
H -1.238 -10.530 -4.256
O 0.692 -12.994 -3.144
H 0.331 -12.382 -3.776
H 0.059 -13.718 -3.208
O -3.563 -7.633 -3.446
H -3.402 -8.571 -3.207
H -2.750 -7.215 -3.642
O -1.968 -12.563 -6.857
H -2.743 -11.946 -6.777
H -1.159 -12.045 -7.161
O -1.767 -14.309 -4.335
H -2.483 -13.731 -4.107
H -1.744 -14.989 -3.650
O -5.754 -14.800 -3.015
H -6.565 -14.300 -2.923
H -5.120 -14.097 -2.897
O -5.917 -9.269 -0.569
H -5.096 -8.946 -0.941
H -5.969 -10.099 -1.091
O -0.863 -14.907 -1.759
H -1.048 -14.219 -1.144
H -0.426 -15.615 -1.292
O 0.056 -8.065 -2.719
H -0.730 -8.637 -2.648
H -0.296 -7.187 -2.490
O -3.904 -10.561 -6.912
H -4.555 -9.971 -7.414
H -3.663 -10.143 -6.067
O -3.642 -13.904 -0.386
H -2.898 -13.443 -0.076
H -3.647 -13.699 -1.350
O -6.159 -11.360 -4.312
H -5.510 -11.945 -4.040
H -6.212 -11.561 -5.217
O -1.233 -12.849 -0.030
H -0.958 -12.130 -0.574
H -1.351 -12.421 0.796
```

The calculation puts the orbital gap at 7.8643 eV. The spin multiplicity is 1. As for the total charge: -2.



3.
# C5H9NO

C5H9NO in the gas phase (wB97M-V/def2-TZVPD, the Open Molecules 2025 dataset).

XYZ file:
```
16
C5H9NO, DFT wB97M-V/def2-TZVPD
C -1.069 0.997 0.913
C -0.433 -0.109 0.532
C 1.300 -1.359 -0.267
C 0.869 0.848 -1.258
C 0.179 -0.458 -0.752
N -2.687 -0.126 1.917
O -1.903 0.961 1.930
H -0.787 1.902 0.380
H 0.938 -2.305 -0.100
H 1.732 -1.127 0.726
H 2.185 -1.596 -0.967
H 1.518 1.330 -0.618
H 0.102 1.496 -1.606
H 1.435 0.746 -2.251
H -0.406 -1.002 -1.440
H -2.973 -0.198 2.861
```

The calculation puts the orbital gap (alpha / beta) at 8.7408 / 8.3645 eV. The spin multiplicity is 1. As for the total charge: 0.



Ordered energy relative to the best compared isomer or geometry (same formula, charge and spin) results: 2.347, 2.264, 7.774; unit eV.